Entry 1:
C8H13Br | wB97M-V/def2-TZVPD

Summary:
- maximum force (eV/Å) = 5.44
- energy above the lowest of the compared OMol25 structures with the same formula, charge and spin (kJ/mol) = 229.2
- HOMO (eV) = -9.59
- structure (SMILES) = CC#C[C@H](Br)C(C)(C)C
- gap between HOMO and LUMO (eV) = 10.4

Each atom is followed by the atoms it is bonded to, with distances in Å.
Atoms and positions in Å:
1 C 0.15727 3.93684 -0.10095  C2 1.489, H10 1.095, H11 1.044, H12 1.114
2 C -0.53159 2.65840 -0.43009  C1 1.489, C3 1.195
3 C -0.66991 1.47266 -0.48011  C2 1.195, C4 1.625
4 C -1.32580 -0.00719 -0.61936  C3 1.625, Br5 1.940, C6 1.552, H13 1.016
5 Br -3.01831 0.10159 0.32338  C4 1.940
6 C -0.31732 -1.08464 -0.14004  C4 1.552, C7 1.519, C8 1.550, C9 1.589
7 C 1.04753 -0.77279 -0.72907  C6 1.519, H14 1.122, H15 1.037, H16 1.143
8 C -0.80047 -2.53070 -0.41707  C6 1.550, H17 1.179, H18 1.030, H19 1.097
9 C -0.04282 -1.02025 1.42421  C6 1.589, H20 1.040, H21 1.126, H22 1.102
10 H 0.66040 3.80662 0.86301  C1 1.095
11 H 1.03888 4.11277 -0.63143  C1 1.044
12 H -0.53755 4.80587 -0.16454  C1 1.114
13 H -1.50413 -0.33354 -1.56435  C4 1.016
14 H 1.11382 -0.46300 -1.80491  C7 1.122
15 H 1.43685 -0.01372 -0.13918  C7 1.037
16 H 1.69441 -1.71426 -0.77500  C7 1.143
17 H -1.80679 -2.56373 -1.03060  C8 1.179
18 H -0.02850 -2.86266 -1.01245  C8 1.030
19 H -0.79530 -3.10207 0.51888  C8 1.097
20 H -0.95956 -1.17346 1.89004  C9 1.040
21 H 0.65767 -1.81954 1.79473  C9 1.126
22 H 0.39630 -0.06853 1.76545  C9 1.102



Entry 2:
C9H13N5 | wB97M-V/def2-TZVPD

Summary:
- maximum force (eV/Å) = 4.03
- energy above the lowest of the compared OMol25 structures with the same formula, charge and spin (kJ/mol) = 552.4
- HOMO (spin up / spin down) (eV) = -7.36 / -7.36
- gap between HOMO and LUMO (spin up / spin down) (eV) = 6.8 / 6.8

Each atom is followed by the atoms it is bonded to, with distances in Å.
Atoms and positions in Å:
1 C 3.10972 -0.24726 -0.97995  C2 1.371, C3 1.375, H15 1.065
2 C 1.77535 0.04143 -1.10378  C1 1.371, C4 1.392, H16 1.126
3 C 3.26770 -0.87085 0.23521  C1 1.375, N14 1.341, H17 1.117
4 C 1.13490 -0.30810 0.08176  C2 1.392, C5 1.431, N14 1.381
5 C -0.19864 -0.05452 0.53332  C4 1.431, C7 1.526, H18 1.107
6 C -1.02283 -1.48003 -0.85464  N10 1.378, N13 1.336, H19 1.078
7 C -1.12055 0.99199 -0.08505  C5 1.526, C8 1.565, C9 1.614, N11 1.427
8 C -0.56368 2.40204 -0.47543  C7 1.565, H20 1.066, H21 1.112, H22 1.065
9 C -2.14484 1.36787 1.10367  C7 1.614, H23 1.070, H24 1.064, H25 1.042
10 N -1.62433 -0.55033 -1.67477  C6 1.378, N11 1.242
11 N -1.69431 0.64469 -1.34412  C7 1.427, N10 1.242
12 N -1.39349 -3.09716 0.70728  N13 1.237, H26 1.026
13 N -1.66457 -2.00532 0.19291  C6 1.336, N12 1.237
14 N 2.08902 -0.91753 0.87327  C3 1.341, C4 1.381, H27 0.989
15 H 3.77290 -0.42786 -1.79345  C1 1.065
16 H 1.36792 0.49257 -2.05111  C2 1.126
17 H 4.11727 -1.36976 0.76176  C3 1.117
18 H -0.47545 -0.55023 1.48324  C5 1.107
19 H -0.38442 -2.15903 -1.39645  C6 1.078
20 H 0.48420 2.50424 -0.31131  C8 1.066
21 H -1.05367 3.21626 0.10280  C8 1.112
22 H -0.86278 2.62719 -1.47224  C8 1.065
23 H -2.82489 0.55418 1.24810  C9 1.070
24 H -2.61242 2.30166 0.90061  C9 1.064
25 H -1.53737 1.35825 1.95046  C9 1.042
26 H -1.91679 -3.17091 1.58637  N12 1.026
27 H 1.97608 -1.29347 1.78154  N14 0.989



Entry 3:
H4NS | wB97M-V/def2-TZVPD

Summary:
- maximum force (eV/Å) = 1.09
- energy above the lowest of the compared OMol25 structures with the same formula, charge and spin (kJ/mol) = 6.2
- 2S+1 = 2
- HOMO (spin up / spin down) (eV) = -10.19 / -9.88
- expectation value of S² = 0.75
- gap between HOMO and LUMO (spin up / spin down) (eV) = 11.1 / 7.1

Each atom is followed by the atoms it is bonded to, with distances in Å.
Atoms and positions in Å:
1 N 1.07448 0.91599 -0.26215  H2 1.022, H3 1.025, H4 1.023
2 H 0.26570 0.35585 -0.53711  N1 1.022
3 H 0.58102 1.75146 0.06731  N1 1.025
4 H 1.40275 0.49793 0.61171  N1 1.023
5 S -1.85549 -1.12224 -0.00667  H6 1.341
6 H -1.46846 -2.39899 0.12691  S5 1.341



Entry 4:
C6H7NO | wB97M-V/def2-TZVPD

Summary:
- maximum force (eV/Å) = 6.03
- energy above the lowest of the compared OMol25 structures with the same formula, charge and spin (kJ/mol) = 432.3
- HOMO (eV) = -8.73
- gap between HOMO and LUMO (eV) = 7.9

Each atom is followed by the atoms it is bonded to, with distances in Å.
Atoms and positions in Å:
1 C 2.47067 0.26269 -0.52376  C2 1.460, H7 1.069, H8 1.082, H9 1.217
2 C 1.06098 0.05407 -0.20549  C1 1.460, C6 1.549, N14 1.257
3 C -1.08716 0.01389 -0.45934  C4 1.370, C5 1.483, N14 1.346
4 C -2.27640 0.64998 -0.70154  C3 1.370, H10 1.093, O15 1.416
5 C -0.86926 -0.75619 0.78911  C3 1.483, C6 1.390, H12 1.222
6 C 0.51074 -0.84873 0.92664  C2 1.549, C5 1.390, H13 1.181
7 H 2.67195 -0.04305 -1.52822  C1 1.069
8 H 2.96352 1.20263 -0.73485  C1 1.082
9 H 3.22170 -0.13293 0.34787  C1 1.217
10 H -2.42355 1.38865 -1.49315  C4 1.093
11 H -2.60316 0.46927 1.38395  no bonds
12 H -1.65523 -1.49048 1.36985  C5 1.222
13 H 1.20792 -1.62295 1.48198  C6 1.181
14 N 0.09998 0.46694 -0.90198  C2 1.257, C3 1.346
15 O -3.29270 0.38621 0.24891  C4 1.416



Entry 5:
F6H78O39P | wB97M-V/def2-TZVPD

Summary:
- maximum force (eV/Å) = 2.74
- energy above the lowest of the compared OMol25 structures with the same formula, charge and spin (kJ/mol) = 99.5
- net charge = -1
- HOMO (eV) = -8.12
- gap between HOMO and LUMO (eV) = 9.0

Each atom is followed by the atoms it is bonded to, with distances in Å.
Atoms and positions in Å:
1 P 0.08650 0.11916 0.24990  F2 1.604, F3 1.608, F4 1.628, F5 1.673, F6 1.650, F7 1.598
2 F 1.53325 -0.53408 0.48036  P1 1.604
3 F -0.22102 -0.15447 1.80470  P1 1.608
4 F 0.41953 1.62866 0.76005  P1 1.628
5 F -1.45536 0.74425 0.07670  P1 1.673
6 F 0.40458 0.49454 -1.32555  P1 1.650
7 F -0.40056 -1.34647 -0.16148  P1 1.598
8 O -0.76232 -0.81385 5.17713  H9 0.957, H10 0.957
9 H -1.40837 -1.25547 4.62593  O8 0.957
10 H -0.73746 -1.33317 5.98082  O8 0.957
11 O 2.27019 1.48478 -3.90710  H12 0.957, H13 0.957
12 H 1.97967 2.29865 -3.49547  O11 0.957
13 H 2.55396 0.93459 -3.17703  O11 0.957
14 O 1.60109 3.80575 -5.28134  H15 0.957, H16 0.957
15 H 1.92754 4.36670 -4.57778  O14 0.957
16 H 1.88961 2.92557 -5.03994  O14 0.957
17 O 1.61955 4.56981 1.55063  H18 0.957, H19 0.957
18 H 2.34590 4.34356 2.13155  O17 0.957
19 H 1.33027 3.73149 1.19039  O17 0.957
20 O 0.76780 1.68171 3.61268  H21 0.957, H22 0.957
21 H 0.54114 1.20228 2.81581  O20 0.957
22 H 1.65978 1.40050 3.81643  O20 0.957
23 O -3.21149 -4.49247 -1.10547  H24 0.957, H25 0.957
24 H -3.02103 -3.77492 -1.70968  O23 0.957
25 H -3.43683 -4.05948 -0.28208  O23 0.957
26 O -4.76918 1.96866 3.30109  H27 0.957, H28 0.957
27 H -4.05428 2.60506 3.28925  O26 0.957
28 H -4.72598 1.57538 4.17270  O26 0.957
29 O 3.60421 1.58549 -0.95367  H30 0.957, H31 0.957
30 H 4.43492 1.32970 -1.35457  O29 0.957
31 H 3.36356 0.83995 -0.40366  O29 0.957
32 O -0.67931 -1.74068 -3.01187  H33 0.957, H34 0.957
33 H -1.03311 -1.25025 -2.26989  O32 0.957
34 H -0.99768 -1.27175 -3.78322  O32 0.957
35 O 1.37535 0.65451 6.81690  H36 0.957, H37 0.957
36 H 0.56461 0.14572 6.82562  O35 0.957
37 H 1.32833 1.16711 6.00989  O35 0.957
38 O -1.42930 -4.34536 1.86502  H39 0.957, H40 0.957
39 H -0.65036 -4.47300 2.40649  O38 0.957
40 H -1.23909 -3.55973 1.35233  O38 0.957
41 O -3.48946 2.90952 -4.64783  H42 0.957, H43 0.957
42 H -3.59515 2.08450 -4.17413  O41 0.957
43 H -3.24208 3.54303 -3.97425  O41 0.957
44 O 3.19397 5.66537 -0.15913  H45 0.957, H46 0.957
45 H 2.78561 6.44738 -0.53053  O44 0.957
46 H 2.64014 5.43698 0.58742  O44 0.957
47 O -0.44911 -5.24207 -2.35447  H48 0.957, H49 0.957
48 H -0.36851 -4.28941 -2.40094  O47 0.957
49 H 0.32312 -5.52463 -1.86452  O47 0.957
50 O -6.35286 0.81128 -1.44456  H51 0.957, H52 0.957
51 H -6.39100 1.20983 -2.31400  O50 0.957
52 H -6.08267 -0.09260 -1.60655  O50 0.957
53 O 1.46329 -3.58547 -0.91262  H54 0.957, H55 0.957
54 H 1.84623 -3.71384 -1.78044  O53 0.957
55 H 0.89541 -2.82130 -1.01153  O53 0.957
56 O -2.92344 -1.32995 -1.39875  H57 0.957, H58 0.957
57 H -2.60864 -0.83736 -0.64080  O56 0.957
58 H -3.84629 -1.08782 -1.47589  O56 0.957
59 O 5.32829 0.29453 3.66857  H60 0.957, H61 0.957
60 H 5.43542 -0.55254 4.10126  O59 0.957
61 H 4.40404 0.32243 3.42113  O59 0.957
62 O -2.56993 2.85511 -2.02164  H63 0.957, H64 0.957
63 H -3.22430 3.01377 -1.34132  O62 0.957
64 H -2.16859 2.02076 -1.77869  O62 0.957
65 O 2.35448 -0.73464 -6.12278  H66 0.957, H67 0.957
66 H 1.78305 -0.26179 -5.51772  O65 0.957
67 H 3.19183 -0.27366 -6.07187  O65 0.957
68 O 0.11033 4.10274 5.22379  H69 0.957, H70 0.957
69 H 0.57925 3.67658 5.94124  O68 0.957
70 H 0.18115 3.48892 4.49272  O68 0.957
71 O -4.42369 -0.50525 0.92759  H72 0.957, H73 0.957
72 H -4.45627 0.40355 1.22635  O71 0.957
73 H -4.11770 -0.99748 1.68936  O71 0.957
74 O -4.47188 2.62633 -0.29607  H75 0.957, H76 0.957
75 H -5.01380 1.83846 -0.33867  O74 0.957
76 H -4.85564 3.14355 0.41206  O74 0.957
77 O -4.79721 -3.43493 1.12002  H78 0.957, H79 0.957
78 H -4.23387 -3.04951 1.79109  O77 0.957
79 H -5.10010 -2.68836 0.60317  O77 0.957
80 O -0.51392 -1.86054 -6.03339  H81 0.957, H82 0.957
81 H -1.35502 -2.30222 -5.91640  O80 0.957
82 H -0.66678 -0.96752 -5.72455  O80 0.957
83 O 3.03744 -2.74116 1.22930  H84 0.957, H85 0.957
84 H 2.46021 -3.12985 0.57206  O83 0.957
85 H 3.82892 -2.50642 0.74486  O83 0.957
86 O 4.89765 -2.96431 3.69618  H87 0.957, H88 0.957
87 H 4.30750 -2.81198 2.95812  O86 0.957
88 H 5.58880 -3.52236 3.33961  O86 0.957
89 O 4.42675 -1.82872 -3.66739  H90 0.957, H91 0.957
90 H 4.03856 -2.49168 -4.23838  O89 0.957
91 H 3.70376 -1.53736 -3.11185  O89 0.957
92 O -1.71295 2.91409 2.67858  H93 0.957, H94 0.957
93 H -0.80682 2.63157 2.55472  O92 0.957
94 H -1.70249 3.84954 2.47593  O92 0.957
95 O 1.54595 3.42334 -1.78450  H96 0.957, H97 0.957
96 H 2.26608 2.90512 -1.42519  O95 0.957
97 H 0.82880 3.30141 -1.16237  O95 0.957
98 O -3.48347 -2.24595 3.21897  H99 0.957, H100 0.957
99 H -3.72072 -2.49764 4.11149  O98 0.957
100 H -2.77558 -2.84466 2.98093  O98 0.957
101 O -2.60555 5.55134 -2.98738  H102 0.957, H103 0.957
102 H -2.53494 6.31993 -2.42126  O101 0.957
103 H -2.44380 4.80886 -2.40532  O101 0.957
104 O -0.49707 0.59846 -4.97969  H105 0.957, H106 0.957
105 H -0.24611 1.23541 -4.31070  O104 0.957
106 H -0.20965 0.99058 -5.80423  O104 0.957
107 O -3.13937 1.08757 5.42547  H108 0.957, H109 0.957
108 H -2.24391 0.78919 5.26624  O107 0.957
109 H -3.36477 0.72405 6.28178  O107 0.957
110 O 2.02824 -1.30651 -2.34497  H111 0.957, H112 0.957
111 H 1.52559 -0.87090 -1.65662  O110 0.957
112 H 1.36974 -1.75398 -2.87636  O110 0.957
113 O -2.04085 -6.66667 -0.00181  H114 0.957, H115 0.957
114 H -1.69506 -6.01264 -0.60918  O113 0.957
115 H -2.75928 -6.22112 0.44716  O113 0.957
116 O 5.81681 0.00269 -1.30906  H117 0.957, H118 0.957
117 H 5.82781 -0.28544 -2.22180  O116 0.957
118 H 6.60571 -0.38152 -0.92661  O116 0.957
119 O 2.65129 -0.31678 3.40124  H120 0.957, H121 0.957
120 H 2.15201 -0.79618 4.06239  O119 0.957
121 H 2.48317 -0.78797 2.58518  O119 0.957
122 O 5.80382 -2.60157 0.47488  H123 0.957, H124 0.957
123 H 6.31215 -1.81085 0.65538  O122 0.957
124 H 5.90932 -3.13911 1.25984  O122 0.957



Entry 6:
C2H5NO | wB97M-V/def2-TZVPD

Summary:
- maximum force (eV/Å) = 5.14
- energy above the lowest of the compared OMol25 structures with the same formula, charge and spin (kJ/mol) = 398.7
- HOMO (eV) = -8.92
- structure (SMILES) = C=[N+](C)[O-]
- gap between HOMO and LUMO (eV) = 9.5

Each atom is followed by the atoms it is bonded to, with distances in Å.
Atoms and positions in Å:
1 C -0.17928 -1.24634 0.10936  N2 1.254, H5 1.108, H6 1.104
2 N -0.49662 -0.04215 -0.03596  C1 1.254, C3 1.382, O4 1.397
3 C 0.51578 0.89850 -0.00461  N2 1.382, H7 1.116, H8 1.126, H9 1.150
4 O -1.83155 0.33234 -0.20365  N2 1.397
5 H -1.07113 -1.87214 -0.09466  C1 1.108
6 H 0.84097 -1.66709 0.09676  C1 1.104
7 H 0.71880 1.23681 1.03952  C3 1.116
8 H 1.36087 0.42380 -0.57736  C3 1.126
9 H 0.14215 1.93627 -0.32940  C3 1.150



Entry 7:
C5H24NO7 | wB97M-V/def2-TZVPD

Summary:
- maximum force (eV/Å) = 1.74
- energy above the lowest of the compared OMol25 structures with the same formula, charge and spin (kJ/mol) = 203.1
- net charge = +1
- HOMO (eV) = -13.06
- gap between HOMO and LUMO (eV) = 9.7

Each atom is followed by the atoms it is bonded to, with distances in Å.
Atoms and positions in Å:
1 C 0.68767 -3.51494 -0.28212  C2 1.526, H7 1.092, H8 1.084, H9 1.092
2 C -0.58856 -2.77525 -0.67417  C1 1.526, C3 1.502, H10 1.088, H11 1.080
3 C -0.35929 -1.36128 -1.12459  C2 1.502, C4 1.321, H12 1.081
4 C 0.10450 -0.39462 -0.35340  C3 1.321, N5 1.435, H13 1.086
5 N 0.17274 0.95851 -0.82699  C4 1.435, C6 1.263, H14 1.032
6 C -0.21989 1.87226 -0.04810  N5 1.263, H15 1.083, H16 1.072
7 H 0.53330 -4.17518 0.57326  C1 1.092
8 H 1.54136 -2.88570 -0.05669  C1 1.084
9 H 0.98498 -4.21800 -1.06237  C1 1.092
10 H -1.42531 -2.76205 0.02186  C2 1.088
11 H -1.07685 -3.29469 -1.48521  C2 1.080
12 H -0.43250 -1.10260 -2.17153  C3 1.081
13 H 0.60878 -0.62455 0.58055  C4 1.086
14 H 0.53154 1.20857 -1.76156  N5 1.032
15 H -0.52762 1.77426 0.98526  C6 1.083
16 H -0.29250 2.89511 -0.36076  C6 1.072
17 H -3.82100 0.19454 1.68771  O19 0.962
18 H -2.54634 0.46437 2.55569  O19 0.979
19 O -3.03615 0.74642 1.75632  H17 0.962, H18 0.979
20 H 0.95753 2.75358 -3.80122  O22 0.963
21 H -0.43811 2.18458 -3.69915  O22 0.966
22 O 0.30435 2.47190 -3.15164  H20 0.963, H21 0.966
23 H 0.68398 -2.46933 2.54921  O25 0.964
24 H 1.89263 -2.19047 3.45275  O25 0.963
25 O 1.30624 -1.78036 2.80857  H23 0.964, H24 0.963
26 H -1.10208 0.40632 4.22397  O28 0.963
27 H -0.60056 -0.90277 3.52898  O28 0.961
28 O -0.95747 -0.02434 3.37537  H26 0.963, H27 0.961
29 H -3.34192 1.07110 -0.80237  O31 0.965
30 H -2.76049 0.04541 -0.05432  O31 0.950
31 O -3.15749 0.12994 -0.91364  H29 0.965, H30 0.950
32 H 2.04579 3.57855 0.88379  O34 0.962
33 H 2.38104 3.10131 -0.54830  O34 0.968
34 O 1.92147 3.78993 -0.04597  H32 0.962, H33 0.968
35 H 3.81754 1.31298 -1.39299  O37 0.967
36 H 3.24936 1.98022 -2.58715  O37 0.967
37 O 2.95932 1.53625 -1.77904  H35 0.967, H36 0.967